1.
2 unconnected molecules or ions with the total composition C5H11NO at a distorted geometry. Source: the Open Molecules 2025 dataset; level of theory: wB97M-V/def2-TZVPD.

CARTESIAN COORDINATES (ANGSTROEM)
C -1.04352 0.94242 -1.21438
N 1.15055 -0.80336 -1.37999
C 1.01378 0.00020 -0.25899
C -0.04763 0.83467 -0.16091
C 3.27939 0.54345 0.59109
C 2.08519 0.02813 0.82711
H -0.76358 1.58019 -2.07636
H -1.80271 1.62254 -0.95440
H -1.39138 0.03199 -1.64664
H 0.32668 -1.07870 -1.84800
H 1.62406 -1.74382 -1.15327
H -0.30255 1.46111 0.62482
H 3.63024 1.14384 -0.26988
H 4.25056 0.42548 1.26029
H 1.85255 -0.29784 1.82877
H -4.19148 -1.95294 2.57535
H -4.81509 -0.95415 1.43429
O -4.85508 -1.78321 1.82110

Forces on the atoms, in the same order (eV/Å):
0.184 1.256 -1.996
2.894 -2.887 0.748
-1.223 1.769 1.824
1.171 -1.530 -1.070
3.566 0.403 0.685
-0.280 0.046 -1.278
0.987 -0.622 -0.141
-1.789 0.043 1.065
-0.657 -0.741 -0.129
-1.241 0.313 -0.444
-0.566 2.191 -0.376
0.613 0.920 1.818
-0.942 -0.830 -0.062
-2.607 0.261 -0.615
-0.115 -0.594 -0.023
-1.541 1.143 -2.143
0.727 2.557 -0.597
0.822 -3.698 2.735

Highest occupied orbital energy   -0.2910 Eh
LUMO level   0.709 eV
Frontier orbital gap   8.6 eV

Results of the Löwdin charge analysis, in e, for atoms 1 through 4: -0.135, 0.086, -0.365, -0.140



2.
C5H11NO in the gas phase. Source: the Open Molecules 2025 dataset; level of theory: wB97M-V/def2-TZVPD.

CARTESIAN COORDINATES (ANGSTROEM)
C 2.09755 -0.63761 -0.36437
C 1.17687 0.09669 0.61568
C -0.33615 -0.06180 0.35516
C -1.21212 0.46664 1.49450
N -0.81784 0.55804 -0.87088
C -1.44451 -0.12428 -1.86865
O -2.16304 0.36739 -2.71321
H 1.89312 -1.71476 -0.35035
H 1.99319 -0.28343 -1.39582
H 3.14945 -0.50858 -0.07851
H 1.35289 -0.32217 1.61483
H 1.46588 1.15535 0.67080
H -0.51459 -1.13849 0.23168
H -1.01391 -0.07189 2.42370
H -1.04238 1.53876 1.66775
H -2.26758 0.34784 1.22322
H -1.09722 1.53314 -0.81504
H -1.21960 -1.20084 -1.84048

Forces on the atoms, in the same order (eV/Å):
-0.064 -0.037 -0.027
-0.035 0.005 0.102
0.087 -0.080 -0.031
0.059 -0.077 0.068
-0.002 0.322 -0.431
-0.063 0.101 0.009
0.261 -0.016 0.167
-0.005 0.136 -0.057
-0.089 -0.010 0.178
-0.253 0.019 -0.037
-0.005 0.132 -0.059
-0.234 -0.105 -0.045
-0.049 0.099 0.095
-0.043 0.103 -0.019
0.091 -0.226 -0.041
0.189 -0.064 0.149
0.158 -0.154 -0.021
-0.003 -0.147 -0.002

Highest occupied orbital energy   -0.3571 Eh
LUMO level   0.958 eV
Frontier orbital gap   10.7 eV

Results of the Löwdin charge analysis, in e, for atoms 1 through 4: -0.110, -0.223, -0.402, -0.057



3.
C5H11NO in the gas phase. Source: the Open Molecules 2025 dataset; level of theory: wB97M-V/def2-TZVPD.

CARTESIAN COORDINATES (ANGSTROEM)
C 0.72565 -0.48872 1.94855
C 0.77706 0.75785 1.15119
N 0.36222 0.64644 -0.21872
C -0.74744 1.51119 -0.56793
C 0.19434 -0.79307 -0.43015
O 1.30370 -1.42948 -0.18330
C -0.55879 -1.21889 -1.68748
H 1.01727 -0.33974 2.99336
H 0.75485 -1.50682 1.58806
H -0.56629 -0.99186 0.49040
H 1.83260 1.08714 1.23833
H 0.19962 1.52962 1.68265
H -0.49292 2.54851 -0.32600
H -0.92836 1.46014 -1.64445
H -1.68498 1.25392 -0.04119
H -0.60521 -2.30983 -1.68814
H -0.00632 -0.89584 -2.57556
H -1.57701 -0.82059 -1.72963

Forces on the atoms, in the same order (eV/Å):
0.152 0.073 0.444
0.148 0.072 0.359
0.013 -0.142 -0.132
-0.112 0.051 -0.098
-0.554 0.351 0.049
0.087 -0.226 -0.233
0.011 -0.085 -0.108
-0.076 -0.008 -0.174
-0.052 0.177 0.175
0.203 -0.152 -0.402
-0.084 0.009 -0.040
0.060 -0.066 -0.097
-0.028 -0.168 -0.016
0.004 0.019 0.159
0.107 0.025 -0.040
-0.003 0.139 -0.017
-0.059 -0.029 0.127
0.184 -0.042 0.044

Highest occupied orbital energy (alpha / beta)   -0.3257 / -0.3109 Eh
LUMO level (alpha / beta)   -0.433 / -1.263 eV
Frontier orbital gap (alpha / beta)   8.4 / 7.2 eV

Results of the Löwdin charge analysis, in e, for atoms 1 through 4: 0.139, -0.262, -0.154, -0.093



Going through the records in order, we get relative energy (zero: lowest compared OMol25 entry of this formula, charge and spin) values of 309.9, 33.0, 525.4 kJ/mol.
Going through the records in order, we get E values of -8898.4850, -8901.3552, -8896.2517 eV.